Formula: C17H32ClNO11P
Source: OMol25
Level of theory: ωB97M-V/def2-TZVPD

Each line ends with the Mulliken charge.
Positions of all 63 atoms, in Å:
C -0.064 -1.884 0.810  -0.0642
O -0.457 -1.031 1.946  -0.2815
C -0.283 0.392 1.517  -0.1025
C -1.723 1.045 1.016  -0.1534
C -1.516 2.476 0.216  -0.8297
C -1.149 2.196 -1.391  0.3772
C 0.479 2.205 -1.676  -0.7674
C 1.012 0.762 -2.334  0.3865
C 0.104 0.250 -3.599  -0.7118
N -0.487 -1.092 -3.228  0.1434
P -2.127 -1.399 -3.855  0.1441
O -2.822 -2.544 -2.686  -0.3086
Cl -3.397 0.304 -3.713  -0.1029
H -0.854 -1.757 -0.069  -0.3191
H -0.115 -3.029 1.109  0.2284
H 1.041 -1.658 0.463  0.2705
H 0.081 0.984 2.487  0.0901
H 0.514 0.523 0.665  0.0180
H -2.398 0.277 0.416  0.1237
H -2.313 1.304 2.016  0.1820
H -2.581 3.010 0.236  0.3227
H -0.743 3.193 0.724  0.3101
H -1.659 1.146 -1.629  -0.3246
H -1.672 3.071 -2.011  0.3263
H 0.777 3.055 -2.422  0.3643
H 1.044 2.273 -0.627  0.3170
H 2.120 0.896 -2.712  -0.1800
H 1.062 0.015 -1.425  -0.0599
H -0.669 1.054 -3.953  0.3154
H 0.842 0.067 -4.515  0.3481
H -0.515 -1.283 -2.187  0.0558
H 0.149 -1.826 -3.664  0.4850
H -2.964 -1.958 -1.862  0.3199
C 6.182 2.268 -1.743  -0.2967
C 6.639 2.044 -3.148  -0.3319
O 5.429 1.869 -3.859  -0.2946
C 4.450 2.486 -3.135  0.6682
O 3.314 2.677 -3.536  -0.5484
O 4.908 2.862 -1.906  -0.2889
H 6.851 2.932 -1.188  0.2904
H 6.068 1.332 -1.186  0.2542
H 7.169 2.910 -3.558  0.2815
H 7.277 1.160 -3.242  0.2941
C -0.832 0.879 5.204  -0.3261
C -1.013 1.270 6.635  -0.3867
O -0.685 2.647 6.640  -0.3120
C -0.881 3.106 5.369  0.5787
O -0.857 4.283 5.051  -0.5503
O -1.108 2.076 4.502  -0.2156
H -1.518 0.084 4.900  0.3166
H 0.194 0.568 4.983  0.3190
H -2.048 1.152 6.973  0.2721
H -0.354 0.712 7.306  0.3022
C -2.486 -5.582 -0.260  -0.2840
C -3.617 -4.679 0.116  0.1153
O -3.478 -4.549 1.518  -0.3304
C -2.171 -4.811 1.813  0.6847
O -1.661 -4.626 2.905  -0.5392
O -1.509 -5.306 0.726  -0.3259
H -2.099 -5.369 -1.260  0.2573
H -2.759 -6.640 -0.201  0.2829
H -3.530 -3.688 -0.342  -0.1465
H -4.591 -5.105 -0.140  0.3369

Properties
* HOMO-LUMO gap: 8.70 eV
* E_tot: -63961.223 eV
* spin multiplicity: 1
* relative energy (zero: lowest compared OMol25 entry of this formula, charge and spin): 515.2 kJ/mol
* LUMO level: -3.84 eV
* charge: +1

Formula: C17H32FN7O5SSeY
Source: OMol25
Level of theory: ωB97M-V/def2-TZVPD

Each line ends with the Mulliken charge.
Positions of all 65 atoms, in Å:
Y 0.704 0.461 0.407  1.1819
C -4.179 -0.583 -1.857  -1.0879
N -3.421 -0.638 -0.606  0.2799
C -4.144 -0.440 0.644  -1.0696
C -2.103 -0.774 -0.610  0.6723
O -1.409 -0.800 0.421  -0.4898
C -1.388 -0.869 -1.947  -0.8314
O -0.031 -1.148 -1.691  -0.2507
C 0.232 -2.510 -1.458  -0.8391
C 1.335 -2.639 -0.428  0.7350
O 1.686 -1.646 0.224  -0.5641
N 1.877 -3.841 -0.254  0.1693
C 1.444 -5.004 -1.033  -1.0072
C 2.909 -4.047 0.758  -1.0352
H -5.162 -0.177 -1.636  0.3701
H -3.704 0.087 -2.572  0.4327
H -4.308 -1.569 -2.303  0.2915
H -4.538 0.576 0.682  0.3508
H -4.966 -1.153 0.701  0.4105
H -3.468 -0.598 1.476  0.2350
H -1.841 -1.610 -2.610  0.5896
H -1.436 0.108 -2.435  0.2673
H -0.649 -3.030 -1.061  0.4145
H 0.522 -3.000 -2.390  0.4603
H 0.363 -5.131 -1.003  0.3418
H 1.777 -4.938 -2.069  0.3391
H 1.895 -5.887 -0.589  0.3962
H 3.162 -3.096 1.211  0.2228
H 2.544 -4.728 1.527  0.3824
H 3.794 -4.479 0.294  0.4001
N -0.116 1.781 2.761  -0.4186
N -0.927 1.098 3.673  -0.4405
C -0.785 -0.234 3.856  0.6807
N -1.579 -0.745 4.818  -0.4734
S 0.277 -1.179 2.973  -0.2837
H 0.671 2.197 3.246  0.2561
H -0.662 2.500 2.294  0.3084
H -1.535 1.641 4.263  0.1904
H -2.079 -0.164 5.468  0.1881
H -1.482 -1.722 5.030  0.2248
C 4.744 0.045 3.122  -0.6014
O 4.639 1.308 2.424  -0.4696
C 3.495 1.527 1.806  0.6874
O 2.540 0.752 1.854  -0.2316
N 3.466 2.707 1.160  -0.2538
N 2.297 2.972 0.446  -0.3375
H 5.670 0.109 3.680  0.2578
H 4.790 -0.764 2.398  0.2542
H 3.893 -0.087 3.784  0.2657
H 4.333 3.186 0.977  0.2646
H 2.406 2.723 -0.532  0.2487
H 2.015 3.933 0.573  0.2531
Se -1.195 2.354 -0.104  -0.5501
C -1.217 2.893 -1.921  0.1369
C -2.425 2.850 -2.621  -0.4263
C -2.492 3.191 -3.967  -0.6566
C -1.344 3.579 -4.644  -0.4661
C -0.137 3.632 -3.958  -0.7270
C -0.074 3.295 -2.612  0.1870
H -3.326 2.565 -2.090  0.5445
H -3.443 3.158 -4.484  0.3929
H -1.390 3.842 -5.692  0.3892
H 0.765 3.934 -4.475  0.4018
H 0.877 3.331 -2.100  0.0901
F 1.833 0.900 -1.197  -0.6548

Properties
* HOMO-LUMO gap: 7.63 eV
* E_tot: -118759.509 eV
* spin multiplicity: 1
* relative energy (zero: lowest compared OMol25 entry of this formula, charge and spin): 46.9 kJ/mol
* LUMO level: -1.90 eV
* charge: +1

Formula: C17H32N2O3
Source: OMol25
Level of theory: ωB97M-V/def2-TZVPD

Each line ends with the Mulliken charge.
Positions of all 54 atoms, in Å:
C 6.133 -1.681 -1.401  -0.6408
O 5.681 -0.847 -2.442  -0.3268
C 4.582 -0.014 -2.127  -0.1699
C 3.834 0.340 -3.397  -0.7832
C 2.559 1.142 -3.125  -0.9368
C 1.437 0.287 -2.504  0.0136
C 0.617 1.008 -1.422  -0.6050
C 0.097 0.080 -0.312  -0.5969
C -1.166 -0.708 -0.694  -0.1627
C -0.899 -1.900 -1.623  -0.8075
C -1.376 -1.667 -3.060  -0.7291
C -0.587 -2.559 -4.057  0.3586
O -0.527 -3.763 -3.739  -0.7303
O -0.079 -1.966 -5.039  -0.7440
H 5.487 -1.625 -0.519  0.3156
H 6.153 -2.717 -1.748  0.2245
H 7.147 -1.402 -1.097  0.2346
H 3.915 -0.511 -1.412  0.1904
H 4.943 0.909 -1.643  0.1900
H 4.502 0.873 -4.078  0.3680
H 3.548 -0.588 -3.903  0.3202
H 2.775 2.025 -2.512  0.3532
H 2.209 1.508 -4.093  0.3903
H 0.791 -0.052 -3.316  0.0000
H 1.871 -0.626 -2.086  0.1899
H 1.229 1.792 -0.963  0.4277
H -0.258 1.480 -1.885  0.3478
H -0.101 0.656 0.604  0.1134
H 0.881 -0.642 -0.058  0.3665
H -1.615 -1.076 0.245  -0.1762
H -1.896 -0.017 -1.136  0.4280
H -1.346 -2.822 -1.248  0.4835
H 0.176 -2.096 -1.659  0.2891
H -1.246 -0.619 -3.346  0.3338
H -2.444 -1.898 -3.149  0.4700
C -4.865 -0.874 4.309  -1.5212
C -4.253 -0.346 3.029  -0.0588
N -3.263 0.721 3.267  0.1639
C -2.590 1.379 2.265  -0.6545
C -1.768 2.276 2.856  -0.3821
N -1.956 2.155 4.214  0.0936
C -2.864 1.207 4.435  -0.1856
C -1.277 2.933 5.251  -0.8190
H -5.376 -0.087 4.866  0.3943
H -5.600 -1.635 4.057  0.3863
H -4.116 -1.335 4.954  0.4007
H -5.017 0.070 2.374  0.3657
H -3.742 -1.140 2.484  0.2888
H -2.757 1.115 1.233  0.5894
H -1.065 2.979 2.447  0.4818
H -3.203 0.888 5.404  0.4665
H -0.697 2.271 5.889  0.3467
H -2.008 3.476 5.843  0.3498
H -0.610 3.640 4.768  0.2940

Properties
* HOMO-LUMO gap: 4.54 eV
* E_tot: -27267.539 eV
* spin multiplicity: 1
* relative energy (zero: lowest compared OMol25 entry of this formula, charge and spin): 229.6 kJ/mol
* LUMO level: -1.24 eV

Formula: C17H32N3O18P3S
Source: OMol25
Level of theory: ωB97M-V/def2-TZVPD

Each line ends with the Mulliken charge.
Positions of all 74 atoms, in Å:
O 5.060 -2.616 -0.031  -0.2203
N 5.069 -2.173 -1.090  0.2684
O 3.731 -1.706 -1.525  -0.3672
C 2.740 -2.535 -1.136  0.6577
C 1.720 -2.329 -0.308  0.2826
C 1.367 -1.067 0.414  -0.6774
C -0.159 -0.987 0.609  -1.0126
S -0.998 -1.056 -1.006  -0.1384
C -2.357 -2.124 -0.777  0.3465
N -3.519 -1.914 -0.250  -0.4598
N -4.159 -3.112 -0.329  -0.3608
C -3.400 -4.003 -0.880  0.0363
O -2.228 -3.381 -1.202  -0.1419
C 1.021 -3.637 -0.271  0.1588
O 0.149 -4.030 0.422  -0.5138
O 1.579 -4.531 -1.201  -0.3438
C 2.699 -3.928 -1.678  0.6079
O 3.504 -4.391 -2.409  -0.5164
H 1.638 -0.220 -0.217  0.2633
H 1.885 -1.002 1.368  0.4517
H -0.424 -0.072 1.131  0.6015
H -0.485 -1.805 1.247  0.5444
H -3.603 -5.038 -1.087  0.4787
C -0.076 2.534 -2.012  -0.8782
O 0.695 2.427 -0.786  -0.0303
P 1.635 3.692 -0.241  1.0640
O 2.748 2.819 0.239  -0.7380
O 0.666 4.136 0.972  -0.3441
C -0.631 4.667 0.678  -0.7229
O 2.506 5.100 -0.185  -0.2934
C 3.594 5.228 -1.125  -0.7804
H 0.102 1.635 -2.598  0.2340
H -1.136 2.594 -1.765  0.3181
H 0.200 3.402 -2.611  0.4505
H -1.381 3.884 0.801  0.2467
H -0.693 5.067 -0.337  0.3384
H -0.840 5.471 1.379  0.2628
H 3.247 5.074 -2.147  0.3685
H 4.375 4.509 -0.887  0.3239
H 3.992 6.234 -1.029  0.2450
C 7.701 4.513 3.501  -0.6753
O 7.533 5.659 2.631  -0.3513
P 6.142 6.546 2.690  1.2404
O 5.891 6.868 1.273  -0.6802
O 6.808 7.790 3.479  -0.4137
C 7.429 7.565 4.742  -0.6445
O 4.709 6.766 3.436  -0.3646
C 3.653 5.854 3.061  -0.6696
H 8.068 3.680 2.906  0.2467
H 8.434 4.748 4.274  0.2720
H 6.766 4.214 3.977  0.3302
H 8.510 7.496 4.610  0.2383
H 7.067 6.652 5.224  0.3078
H 7.205 8.409 5.391  0.2727
H 3.986 4.823 3.168  0.3310
H 3.348 6.034 2.032  0.2429
H 2.803 6.025 3.716  0.3064
C -8.568 -8.565 -3.468  -0.6848
O -7.344 -8.182 -2.793  -0.3476
P -7.127 -6.618 -2.262  1.1455
O -5.680 -6.455 -2.550  -0.6449
O -7.366 -7.054 -0.718  -0.3514
C -8.627 -7.594 -0.326  -0.6658
O -7.569 -5.076 -1.903  -0.2998
C -7.532 -4.111 -2.971  -0.7005
H -8.306 -9.126 -4.363  0.2461
H -9.162 -9.202 -2.812  0.2621
H -9.166 -7.703 -3.763  0.3406
H -8.557 -8.682 -0.277  0.2468
H -9.429 -7.316 -1.015  0.3214
H -8.872 -7.210 0.662  0.2662
H -8.105 -4.454 -3.832  0.3240
H -6.501 -3.921 -3.265  0.2927
H -7.972 -3.191 -2.595  0.2502

Properties
* HOMO-LUMO gap: 8.15 eV
* E_tot: -98169.633 eV
* spin multiplicity: 1
* LUMO level: -1.41 eV
* SMILES string: O=NOC1=C(CCSc2nnco2)C(=O)OC1=O.COP(=O)(OC)OC.COP(=O)(OC)OC.COP(=O)(OC)OC

Formula: C17H33AsBF6Mg2N2O19
Source: OMol25
Level of theory: ωB97M-V/def2-TZVPD

Each line ends with the Mulliken charge.
Positions of all 81 atoms, in Å:
Mg -1.701 -0.937 -0.045  0.5031
Mg 3.480 1.951 0.394  0.8887
O -6.326 4.248 4.684  -0.5536
C -5.245 4.003 4.177  0.5122
O -4.967 3.623 2.931  -0.4481
B -3.559 3.226 2.806  1.0981
O -2.962 3.616 4.094  -0.5352
C -3.879 4.030 4.979  0.6879
O -3.542 4.486 6.051  -0.5682
O -2.894 3.820 1.684  -0.5318
C -2.365 2.917 0.919  0.3856
O -1.681 3.051 -0.089  -0.5725
C -2.772 1.542 1.477  0.6371
O -3.495 1.760 2.509  -0.6449
O -2.515 0.412 1.011  -0.1911
N 1.035 0.186 -0.554  1.0894
O 1.542 -0.588 -1.278  -0.5856
O -0.121 0.091 -0.282  -1.0575
O 1.747 1.108 -0.103  -0.2391
As 3.629 -1.049 2.324  2.0554
F 3.977 0.192 1.077  -0.2919
F 5.327 -1.516 2.059  -0.4826
F 3.345 -2.376 3.466  -0.4913
F 1.923 -0.480 2.435  -0.4715
F 3.025 -2.118 1.045  -0.4281
F 4.098 0.097 3.535  -0.4806
C 3.605 -3.489 -2.631  -0.7299
N 4.745 -2.712 -3.122  0.9695
O 5.753 -2.748 -2.478  -0.5111
O 4.658 -2.092 -4.210  -0.5454
H 2.674 -2.926 -2.601  0.0931
H 3.816 -3.808 -1.611  0.3188
H 3.515 -4.376 -3.259  0.3889
C -1.064 -1.696 2.995  -1.1978
O -0.977 -1.899 1.553  0.7158
C -0.674 -3.267 1.202  -1.0345
C -0.179 -3.260 -0.188  -0.5479
O -0.950 -2.468 -1.035  0.4799
C -0.674 -2.778 -2.433  -0.8464
H -0.069 -1.799 3.428  0.1480
H -1.604 -2.510 3.481  0.4309
H -1.576 -0.747 3.150  0.2662
H -1.597 -3.820 1.376  0.2219
H 0.176 -3.556 1.821  0.5616
H -0.201 -4.284 -0.565  0.6058
H 0.837 -2.868 -0.258  0.2278
H -1.227 -3.625 -2.843  0.3963
H 0.373 -2.972 -2.663  0.0463
H -1.015 -1.982 -3.095  0.2505
C 1.985 4.724 0.042  -0.7307
O 2.847 3.707 -0.462  0.0753
C 3.646 4.120 -1.587  -0.5569
C 3.814 2.877 -2.471  -0.6203
O 4.061 1.816 -1.557  -0.3059
C 4.499 0.574 -2.133  -0.6888
H 1.514 5.370 -0.698  0.3755
H 2.544 5.360 0.729  0.3244
H 1.237 4.248 0.677  0.1134
H 4.652 4.461 -1.341  0.3354
H 3.162 4.828 -2.260  0.4290
H 4.685 3.122 -3.080  0.4169
H 2.966 2.627 -3.110  0.3505
H 4.529 -0.066 -1.252  0.1260
H 5.426 0.674 -2.696  0.3690
H 3.696 0.303 -2.818  0.3241
C -4.114 -2.221 1.471  -1.1379
O -3.328 -1.888 0.306  0.2124
C -3.975 -2.317 -0.937  -0.6501
C -3.895 -1.131 -1.851  -0.9065
O -2.648 -0.440 -1.566  0.5821
C -2.681 0.847 -2.208  -0.8799
H -5.086 -1.726 1.476  0.3922
H -3.685 -1.975 2.441  0.2305
H -4.314 -3.293 1.481  0.4014
H -5.020 -2.574 -0.767  0.5862
H -3.438 -3.163 -1.367  0.1962
H -4.815 -0.546 -1.848  0.4795
H -3.819 -1.467 -2.887  0.4233
H -1.839 1.369 -1.755  0.1393
H -3.549 1.478 -2.017  0.3002
H -2.508 0.689 -3.272  0.3023

Properties
* HOMO-LUMO gap: 7.12 eV
* E_tot: -148755.030 eV
* spin multiplicity: 1
* LUMO level: -4.04 eV
* charge: +1

Formula: C17H33N3PdSSb
Source: OMol25
Level of theory: ωB97M-V/def2-TZVPD

Each line ends with the Mulliken charge.
Positions of all 56 atoms, in Å:
Pd -0.343 -0.055 0.576  -0.6351
C -2.875 -1.624 2.131  -1.0398
N -2.689 -0.436 1.309  0.6032
C -3.241 0.746 1.969  -1.1875
C -3.284 -0.612 -0.028  -1.1611
C -2.698 0.357 -1.017  1.4249
C -3.453 1.021 -1.975  -0.7444
C -2.860 1.903 -2.868  -0.8072
C -1.497 2.141 -2.804  -0.7663
C -0.719 1.488 -1.853  0.1745
C -1.329 0.612 -0.967  0.1726
H -3.936 -1.833 2.323  0.3202
H -2.374 -1.480 3.088  0.3027
H -2.433 -2.488 1.634  0.2360
H -4.314 0.630 2.168  0.3321
H -3.090 1.624 1.341  0.3068
H -2.724 0.907 2.915  0.3535
H -4.378 -0.527 -0.002  0.4210
H -3.052 -1.634 -0.345  0.2452
H -4.522 0.849 -2.015  0.4532
H -3.467 2.410 -3.605  0.4182
H -1.031 2.831 -3.496  0.4501
H 0.350 1.661 -1.809  0.4659
C 1.471 3.445 0.674  -1.0811
N 2.181 2.176 0.765  0.2158
C 3.058 1.871 -0.356  -1.0546
C 1.749 1.216 1.604  -0.0171
S 0.257 1.377 2.444  -0.2527
N 2.624 0.205 1.881  0.3827
C 4.048 0.494 2.065  -1.2588
C 2.177 -0.978 2.596  -1.1238
H 2.104 4.145 0.132  0.3908
H 1.276 3.841 1.668  0.4033
H 0.519 3.338 0.148  0.3353
H 2.573 2.187 -1.283  0.4782
H 3.243 0.801 -0.404  0.1573
H 4.013 2.394 -0.281  0.3603
H 4.235 1.558 1.964  0.4229
H 4.668 -0.050 1.351  0.3174
H 4.337 0.194 3.073  0.4433
H 1.255 -1.377 2.168  0.2893
H 1.992 -0.773 3.654  0.3493
H 2.949 -1.741 2.502  0.4016
C 2.349 -2.613 -0.838  -1.2074
Sb 0.402 -1.813 -1.130  0.7796
C -0.720 -3.610 -1.215  -1.3603
C 0.459 -1.265 -3.173  -1.3008
H 2.582 -3.271 -1.674  0.4521
H 2.395 -3.177 0.091  0.3728
H 3.077 -1.804 -0.800  0.2890
H -0.244 -4.273 -1.936  0.4462
H -1.736 -3.395 -1.542  0.3938
H -0.753 -4.095 -0.242  0.4133
H 0.568 -2.155 -3.791  0.4836
H 1.307 -0.603 -3.346  0.3721
H -0.455 -0.740 -3.437  0.3679

Properties
* HOMO-LUMO gap: 7.56 eV
* E_tot: -43480.949 eV
* spin multiplicity: 1
* relative energy (zero: lowest compared OMol25 entry of this formula, charge and spin): 0.0 kJ/mol
* LUMO level: -3.27 eV
* charge: +1